82
Properties=species:S:1:pos:R:3:forces:R:3:mulliken_charge:R:1 method="wB97M-V/def2-TZVPD" energy_ev=-76554.587 fmax_ev_per_a=3.990 spin_multiplicity=1 total_charge=0 orbital_gap_ev=1.498 homo_energy_ev=-3.831 lumo_energy_ha=-0.086
H -1.887279 3.013806 8.866337 0.1 -0.1 0.0 0.40
H 0.324565 2.468569 9.364817 0.0 0.0 0.3 0.40
C -1.180655 2.498582 -2.578320 0.6 0.2 0.1 -0.89
Ca 0.070212 -0.070389 -1.876843 -0.1 1.1 -2.3 1.45
H -0.488707 -3.145152 -7.326692 -0.3 0.0 0.0 0.00
H -0.085142 3.510382 7.229901 -0.3 0.1 0.0 0.33
H -2.841093 0.543757 -4.310315 0.1 0.1 -0.3 0.30
H 1.798963 1.948905 7.562852 0.0 -0.2 0.0 0.28
H -1.858515 2.228561 -0.464279 0.2 0.0 -0.1 0.38
C 3.349419 -1.653429 -6.798289 0.1 0.0 0.2 -0.51
C -0.847223 1.122883 -7.029926 -0.6 0.3 0.2 -0.49
C 0.297750 -4.573521 4.574836 -0.2 -0.4 -0.3 -0.97
C -0.393281 1.349655 2.783622 -0.1 -1.0 0.7 -0.46
C 0.540419 0.586353 8.658418 0.0 -0.5 -0.4 -0.60
H -0.683879 -2.011760 -4.919125 0.2 0.1 -0.8 -0.31
H 4.211656 1.586214 -6.254869 -0.1 -0.2 0.1 0.37
H 1.677675 0.327507 6.836197 0.0 0.2 0.2 0.51
F -0.407094 3.208263 4.256671 0.0 -0.6 0.0 -0.36
C 1.112942 1.105268 7.355334 -0.3 0.2 -0.8 -0.89
C -0.159061 -0.895916 3.710167 0.3 -0.4 -0.3 0.14
C -1.675874 2.016841 -7.714140 0.0 0.0 0.1 -0.57
C 0.020787 -0.345689 4.987514 -0.4 1.1 0.4 -0.34
H -0.260475 -2.733480 5.574657 -0.1 0.0 -0.4 0.59
H 0.329525 2.870687 -4.179580 -0.1 -0.3 0.3 0.60
C 0.118317 2.644455 -3.133145 -0.3 0.1 0.1 -0.04
C 1.069413 2.571964 -2.082585 -0.4 0.2 0.2 -1.35
C -0.318173 1.853955 4.066531 0.0 0.2 -0.3 0.05
H -0.117217 -0.274252 8.518029 0.1 0.0 -0.1 0.40
C -0.100251 1.045064 5.198341 0.0 -1.1 -1.1 -0.66
C -3.333829 1.834272 -5.974880 0.1 -0.1 0.0 -0.33
C 3.614372 0.674481 -6.233021 -0.1 -0.1 0.1 -0.57
H -2.121139 2.579488 -3.118253 0.3 -0.2 0.1 0.56
H -0.003347 -3.905203 2.222547 -0.2 0.3 -0.3 0.50
H -2.092547 1.373289 8.195517 0.0 0.1 -0.1 0.34
Si -0.142748 -0.603460 -4.912046 -0.3 -0.2 2.8 0.02
H 2.118182 -3.578476 3.792546 -0.2 0.0 0.5 0.27
C -0.204829 -2.072050 1.112632 0.1 -0.5 1.5 0.07
C -0.309929 -0.056755 2.588665 0.1 0.5 1.2 0.63
C -1.265107 0.551580 -5.810025 -0.5 0.5 -0.8 0.79
O -0.210399 -2.190104 -1.330583 0.0 -1.0 2.4 -0.88
H 2.153575 2.684678 -2.166844 -0.4 0.0 0.0 0.36
C 0.348271 2.416485 -0.867758 -0.1 0.4 -0.4 -0.16
H -2.205959 -3.368446 -6.864246 0.2 0.1 -0.1 0.21
H 1.990690 -3.670664 5.667331 0.2 -0.1 -0.5 0.27
H -1.502165 -4.334715 -8.190030 0.0 0.2 0.1 0.33
C -1.496580 -3.354342 -7.697148 0.0 -0.2 -0.2 -0.74
H -3.575608 3.055693 -7.749084 0.2 -0.1 0.2 0.35
C -1.041946 2.340601 -1.176388 0.5 0.3 -0.1 -0.46
C 0.144478 -3.087043 4.632468 0.4 -0.9 1.2 -0.32
C 2.358286 0.677795 -5.613812 0.2 -0.5 -0.3 0.01
H -1.340749 2.432328 -8.662199 -0.1 0.0 0.1 0.37
H 2.003700 1.584525 -5.116659 0.0 -0.3 -0.2 0.18
H 1.512544 -2.592852 -6.134324 0.2 0.3 -0.2 0.26
C 4.118287 -0.485196 -6.831185 -0.3 0.0 0.0 -0.44
H -4.303988 2.114089 -5.563566 0.2 0.0 -0.1 0.36
C 1.501970 -3.700669 4.691588 0.9 0.0 0.7 -0.39
H -0.697589 1.392834 10.103227 0.1 0.1 0.0 0.36
C -0.232041 -2.842938 -0.205774 0.0 -0.1 -2.0 0.25
C -2.924932 2.372170 -7.201182 0.2 -0.2 0.2 -0.45
H 0.229220 -0.971798 5.852900 -0.1 0.2 -0.3 0.01
H 0.136777 0.873768 -7.434754 -0.3 0.0 0.1 0.35
O -0.277532 -4.069279 -0.075501 0.0 0.4 0.1 -0.77
C 1.563304 -0.490339 -5.619483 0.4 -0.6 -0.8 0.45
N -0.304162 1.677340 9.204473 0.2 0.5 1.2 -0.13
C -1.389724 2.197519 8.339915 -0.5 -0.2 -0.7 -0.74
C -2.516508 0.941012 -5.277889 0.2 0.1 -0.6 -0.66
H 5.095244 -0.482119 -7.320353 -0.3 0.0 0.1 0.34
C -0.102980 -2.827554 2.259396 -0.4 1.1 -0.2 -0.65
H -1.791226 -2.586989 -8.421475 0.1 -0.1 0.2 0.23
N 0.037320 1.564715 6.485683 0.3 0.1 0.9 0.23
H 1.312021 0.346692 9.392689 -0.1 0.1 0.0 0.39
H -1.513977 2.950914 6.316356 0.1 0.1 0.2 0.45
N -0.120444 -2.279060 3.519249 -0.5 1.0 -1.2 0.21
C -0.232967 -0.646794 1.273615 0.5 0.9 -3.1 1.11
C 2.094411 -1.668659 -6.187407 0.6 0.6 -0.1 -0.56
H 0.788269 2.424075 0.125905 0.0 -0.2 -0.2 0.23
H 3.733037 -2.563334 -7.255386 0.0 0.1 0.1 0.36
H 0.153666 -5.103548 3.632112 -0.1 0.0 0.5 0.34
H 0.008867 -5.095940 5.486557 -0.1 0.0 -0.4 0.25
H -0.525427 2.001988 1.940060 0.1 0.2 -0.3 0.54
O -0.102661 0.115502 0.262841 -0.6 -1.4 3.7 -0.82
C -0.751177 2.652395 7.036893 0.3 -0.4 -0.6 -0.66

---

72
Properties=species:S:1:pos:R:3:forces:R:3:mulliken_charge:R:1 method="wB97M-V/def2-TZVPD" energy_ev=-866973.040 fmax_ev_per_a=1.345 spin_multiplicity=1 total_charge=0 orbital_gap_ev=9.992 de_lowest_ev=0.000 homo_energy_ev=-9.796 lumo_energy_ha=0.007
C 0.400626 4.108275 0.501073 0.3 -0.2 0.1 0.82
H -1.264983 0.898534 3.257526 0.2 -0.1 0.2 0.37
H -1.640901 -0.150419 1.887311 0.1 0.1 0.0 0.12
H 6.680749 -1.269490 -2.729162 0.2 0.0 -0.2 0.40
H -3.023057 -3.725967 -4.207224 0.4 0.0 0.2 0.39
H 2.188228 4.779634 -0.485313 0.0 0.3 0.0 0.24
Br -0.530548 -5.991337 -3.372706 -0.2 0.1 0.0 -0.14
H -1.052906 -4.846143 -1.236495 0.0 0.0 0.1 0.06
H 0.631171 5.646561 -0.931482 0.3 0.2 0.0 0.34
C -0.372598 -5.663737 -1.455141 0.4 0.2 -0.5 -0.31
C 4.672178 -0.523685 -2.661032 -0.5 -0.7 -1.0 -0.56
Br 4.611485 3.977989 2.244021 -0.1 0.0 -0.1 -0.18
H 0.155244 2.608748 2.648951 -0.1 0.1 -0.2 -0.30
H 0.156879 5.422284 3.825794 0.1 0.0 -0.3 0.34
H -0.258824 0.559622 -0.151248 0.2 0.6 0.3 -0.08
C 0.625781 3.586095 2.803573 -0.3 -0.8 0.2 0.56
H 3.413581 1.615959 3.335628 0.1 -0.1 0.0 0.54
C -0.357631 4.558849 3.393780 0.1 0.6 0.6 -1.44
H 6.008587 -0.830265 -4.349188 0.1 0.1 0.0 0.40
H 4.192997 2.316024 0.441206 -0.1 -0.2 0.0 0.08
C 1.123500 4.710482 -0.676616 -0.6 -0.7 0.0 -0.97
H 0.647066 -5.312360 -1.332141 0.0 -0.1 0.2 0.35
H 1.450134 3.409415 3.493397 0.2 0.2 -0.2 0.34
C -1.176604 -0.119844 2.873211 -0.6 -0.1 -0.4 -0.53
H -1.083338 4.917041 2.670239 -0.1 -0.2 0.0 0.36
H -0.408848 -1.026218 5.305032 -0.1 0.2 0.0 0.29
H 4.306349 -1.080903 -1.803213 0.4 0.3 0.4 0.37
H -0.865079 4.105041 4.247826 -0.2 -0.2 -0.2 0.40
Br 3.668233 -0.501093 2.020356 0.0 0.1 0.0 -0.18
H 2.346717 1.576018 1.920414 0.1 0.3 -0.1 -0.44
Br 1.824154 1.179104 -1.460314 -0.2 0.1 0.2 -0.22
H 1.250639 -0.048123 0.638262 0.1 0.2 0.0 -0.13
H -0.133652 -0.420109 2.769525 0.1 0.1 0.2 0.21
Br 5.199394 1.276003 -2.247461 0.2 0.2 0.1 -0.17
Br -1.162477 -2.050566 -4.506238 0.1 0.0 -0.1 -0.16
C -1.951183 -1.093316 3.737562 0.4 -0.1 -0.1 0.51
O 1.205598 4.033735 1.578453 0.3 0.3 0.1 -0.25
C -5.109292 2.690498 -1.165556 0.2 0.3 0.6 -0.63
H -4.852440 3.199330 -0.239698 0.1 0.0 0.0 0.34
H 5.380520 1.717080 1.636332 0.1 0.0 -0.2 0.48
Br 5.268280 -3.091751 -3.632680 0.0 0.0 -0.1 -0.18
Br -0.127190 -2.490519 0.396323 -0.2 -0.2 0.0 -0.23
H 1.359837 -1.662746 -1.387268 0.0 0.0 0.0 0.37
H -0.315138 -1.160547 -1.725278 0.0 -0.1 0.0 0.09
Br -2.757363 1.167936 -1.172906 0.3 0.0 0.0 -0.02
C 5.805059 -1.239741 -3.368822 -0.2 -0.1 0.7 -0.65
Br -7.040596 2.775498 -1.276861 -0.1 0.0 -0.1 -0.17
H -3.581177 -0.905150 -3.133196 -0.1 0.0 -0.1 0.22
C -2.985650 -2.639592 -4.254414 -0.6 -0.3 -0.2 -0.58
H -5.023404 0.711542 -0.260325 0.1 0.1 0.1 0.47
Br -5.345367 -2.607321 -2.724971 -0.1 0.0 0.2 -0.14
H -1.745849 -7.136384 -0.763463 0.0 0.0 0.0 0.38
H -1.464708 -2.452950 5.318900 0.1 0.0 -0.3 0.34
C -0.702738 -6.861825 -0.625259 -0.7 -0.1 0.0 -0.57
C 4.411759 2.181867 1.492868 0.2 0.2 0.4 -0.36
C -3.539840 -1.985086 -3.017321 0.4 0.4 0.0 -0.45
C -1.419215 -1.379391 5.120102 -0.4 -0.5 0.4 -1.07
C 0.716025 0.106949 -0.291175 -0.5 -1.0 -0.4 0.07
H -4.660716 3.236568 -1.988470 -0.2 0.0 -0.2 0.41
H 3.824875 -0.473712 -3.345776 0.0 0.3 0.1 0.41
O -0.730754 3.699062 0.502085 -0.1 0.1 -0.1 -0.58
C 3.363128 1.426171 2.269572 -0.2 -0.4 -0.2 0.08
H -5.087117 0.740020 -2.007114 0.3 -0.1 0.0 0.36
C -4.679842 1.252387 -1.135825 -0.6 -0.3 -0.4 -0.61
H 0.944422 4.019535 -1.500519 0.1 0.1 -0.1 0.22
H -0.566481 -6.624798 0.428206 0.2 -0.1 0.0 0.37
H -3.574186 -2.375763 -5.130575 0.2 0.3 0.0 0.43
H -2.134432 -0.980459 5.845845 0.2 0.3 0.0 0.30
O -2.943593 -1.645685 3.327514 0.0 0.1 0.0 -0.57
Br 0.301559 -8.449843 -1.074925 0.2 0.0 0.2 -0.15
H -2.919499 -2.154676 -2.139589 -0.2 -0.4 0.1 0.27
C 0.454461 -1.238343 -0.963925 0.5 0.3 0.1 -0.08

---

17
Properties=species:S:1:pos:R:3:forces:R:3:mulliken_charge:R:1 method="wB97M-V/def2-TZVPD" energy_ev=-7415.751 fmax_ev_per_a=2.632 spin_multiplicity=1 total_charge=0 orbital_gap_ev=8.898 de_lowest_ev=5.284 homo_energy_ev=-7.763 lumo_energy_ha=0.042
C 1.336825 1.149963 -0.037999 0.5 -0.2 -0.2 -1.14
H -1.632352 -1.823982 -0.933687 0.0 0.1 -0.1 0.32
C 0.953467 -0.216153 0.497062 2.3 -1.1 -0.5 -0.20
H -2.091172 1.506272 1.496223 0.4 0.0 0.0 0.25
C 0.413689 -1.224872 -0.431237 -0.2 0.4 0.4 0.58
H 0.961631 -0.299694 1.583180 0.0 -0.6 -0.4 0.37
C -1.347357 -0.173923 0.469700 -2.0 0.0 -0.2 -0.15
H -1.030568 -0.317464 -1.679829 -0.1 -0.1 0.1 0.23
H -1.373554 -0.801512 1.359185 -0.2 0.1 -0.1 0.28
H 2.339664 -2.526143 -0.689548 -0.6 0.5 0.0 0.38
C -1.690177 1.109288 0.567911 -0.3 -0.2 -0.1 -0.71
H 1.267866 1.996405 0.663349 -0.1 -0.6 0.1 0.32
H 2.379166 1.004910 -0.284492 0.4 0.6 -0.4 0.36
C 1.561115 -1.800087 -0.449826 0.3 1.4 1.3 -0.97
C -0.995222 -0.949394 -0.785142 -0.3 0.1 -0.1 -0.50
H -1.605876 1.801293 -0.268037 -0.2 -0.2 0.0 0.27
H 0.793603 1.450761 -0.946030 0.1 -0.3 0.2 0.29